{"formula": "C3H5N3S", "method": "wB97M-V/def2-TZVPD", "gap_ev": 8.641, "smiles": "[H]/N=C/N(C=S)/C=N/[H]", "largest_force_ha_per_bohr": 0.1385, "charge": 0, "relative_energy_kj_mol": 280.4, "species": ["H", "N", "C", "N", "C", "S", "C", "N", "H", "H", "H", "H"], "positions_angstrom": [[2.46445, -2.36990, 0.01048], [1.63074, -1.92908, -0.19200], [1.64171, -0.62022, 0.07244], [0.40726, 0.04803, 0.13940], [-0.74255, -0.69139, 0.22283], [-2.23487, -0.16674, -0.15350], [0.29821, 1.42993, 0.26898], [1.38314, 2.04466, -0.27908], [0.96063, 3.05661, -0.16817], [2.55256, -0.04970, -0.00043], [-0.60381, -1.67575, 0.70880], [-0.74810, 1.85130, 0.84162]], "atomic_forces_ev_per_a": [[2.62, -0.68, -0.07], [-3.09, 4.64, 1.20], [-0.04, -4.36, -1.74], [-0.60, -0.68, 0.79], [-0.85, -1.01, 0.99], [0.34, -0.05, 0.01], [2.58, 1.94, -1.53], [-6.35, 1.97, 2.56], [2.08, -1.63, -0.29], [-0.05, 0.60, 0.78], [0.11, 0.45, -0.75], [3.26, -1.20, -1.96]], "mulliken_charge": [0.230, -0.586, 0.007, 0.167, -0.207, -0.282, 0.085, -0.577, 0.261, 0.385, 0.304, 0.213]}

***

{"formula": "H16N2O14", "method": "wB97M-V/def2-TZVPD", "gap_ev": 6.383, "largest_force_ha_per_bohr": 0.1166, "charge": -2, "relative_energy_kj_mol": 106.3, "species": ["N", "O", "O", "O", "N", "O", "O", "O", "O", "H", "H", "O", "H", "H", "O", "H", "H", "O", "H", "H", "O", "H", "H", "O", "H", "H", "O", "H", "H", "O", "H", "H"], "positions_angstrom": [[4.13609, 3.62777, -6.56169], [3.29919, 2.68279, -6.50990], [3.87112, 4.76950, -6.41008], [5.32026, 3.36951, -6.58105], [3.00183, 4.44213, -9.72202], [1.81461, 4.23119, -9.92027], [3.28515, 5.48145, -9.16023], [3.84087, 3.73796, -10.23684], [6.02287, 5.73532, -7.99274], [6.30166, 6.53198, -8.44422], [5.07697, 5.69769, -8.13443], [0.63093, 4.72570, -12.15741], [0.09391, 5.45224, -12.47361], [0.52425, 4.74456, -11.20636], [2.59871, 1.77990, -11.81657], [3.05669, 2.22450, -12.52988], [2.54333, 2.43557, -11.12140], [0.92916, 6.99979, -7.64118], [0.75780, 6.69926, -6.74869], [1.67956, 6.48015, -7.92947], [6.64865, 2.63569, -9.60451], [6.73926, 1.75893, -9.97776], [5.91967, 3.02720, -10.08569], [-1.24871, 3.24887, -9.57331], [-1.49807, 2.39507, -9.92697], [-0.30039, 3.19243, -9.45616], [4.74706, 5.91872, -11.88459], [4.34812, 5.17215, -11.43770], [5.39371, 5.52876, -12.47281], [3.83250, 8.28095, -8.30526], [3.56541, 7.55440, -8.86830], [4.28983, 7.86338, -7.57538]], "atomic_forces_ev_per_a": [[1.13, -3.60, 1.56], [-0.84, 0.31, -0.56], [-3.36, 4.96, 0.17], [2.74, -1.91, -0.65], [-1.57, 1.94, -0.45], [-2.12, -1.70, 0.25], [1.25, 1.69, 1.46], [2.15, -1.79, -0.82], [0.94, 0.47, 0.12], [-0.02, 0.18, -0.32], [-0.59, -0.43, 0.02], [-0.31, 0.07, -0.93], [-0.11, 0.16, -0.08], [0.34, -0.10, 0.51], [-0.23, -1.00, -0.62], [0.01, 0.23, 0.03], [0.13, 0.54, 0.44], [-0.61, 0.47, 0.07], [0.10, -0.19, 0.12], [0.49, -0.47, -0.25], [0.72, -0.13, -0.16], [-0.11, -0.22, -0.01], [-0.60, 0.34, 0.20], [-0.54, 0.09, 0.05], [0.05, -0.15, -0.12], [0.64, 0.16, 0.10], [0.19, 0.72, -0.58], [-0.10, -0.51, 0.52], [0.13, -0.11, -0.03], [0.17, 0.75, -0.02], [-0.11, -0.44, -0.20], [0.06, -0.33, 0.21]], "mulliken_charge": [1.055, -0.755, -0.613, -0.643, 0.735, -0.699, -0.348, -0.616, -0.630, 0.274, 0.204, -0.577, 0.250, 0.377, -0.692, 0.280, 0.382, -0.688, 0.287, 0.413, -0.599, 0.261, 0.346, -0.644, 0.294, 0.345, -0.648, 0.380, 0.274, -0.678, 0.343, 0.328]}

***

{"formula": "C21H20NO3S2Ta", "method": "wB97M-V/def2-TZVPD", "gap_ev": 7.174, "largest_force_ha_per_bohr": 0.0176, "charge": 2, "species": ["Ta", "O", "C", "C", "C", "C", "C", "C", "C", "C", "N", "H", "H", "H", "H", "H", "H", "H", "H", "H", "H", "H", "S", "C", "C", "C", "C", "C", "C", "S", "H", "H", "H", "H", "O", "C", "O", "C", "C", "C", "C", "C", "C", "H", "H", "H", "H", "H"], "positions_angstrom": [[0.30041, -0.56429, 0.81891], [1.25978, -0.92479, 2.83713], [1.57547, -2.24968, 3.40482], [2.83587, -2.78731, 2.76806], [2.78137, -2.74380, 1.23079], [3.30232, -1.46066, 0.63304], [4.64263, -1.31171, 0.32678], [5.10675, -0.11720, -0.20221], [4.21135, 0.91868, -0.43627], [2.88655, 0.71449, -0.13541], [2.43684, -0.44422, 0.40280], [1.73935, -0.24325, 3.32380], [0.70251, -2.85872, 3.17692], [1.65150, -2.13736, 4.48368], [2.96502, -3.81634, 3.10632], [3.70785, -2.23363, 3.12344], [1.75852, -2.94305, 0.87594], [3.36898, -3.56332, 0.81820], [5.31756, -2.13964, 0.49608], [6.15519, 0.00023, -0.44250], [4.52877, 1.86002, -0.86012], [2.14249, 1.47587, -0.33667], [-0.97808, -2.48349, 0.76505], [-2.37986, -1.41909, 0.50376], [-3.36831, -1.88589, -0.37203], [-4.45887, -1.09743, -0.65386], [-4.55482, 0.19301, -0.12219], [-3.56770, 0.68360, 0.70029], [-2.47703, -0.12530, 1.05469], [-1.27790, 0.52457, 2.17638], [-3.26762, -2.86894, -0.81137], [-5.24229, -1.47731, -1.29505], [-5.41163, 0.80977, -0.35701], [-3.63155, 1.68414, 1.10666], [-1.32170, -0.67982, -2.40527], [-1.06328, 0.34474, -1.89153], [-0.08772, 0.25484, -0.75878], [-1.48524, 1.71569, -2.13672], [-2.22912, 1.94033, -3.29849], [-2.68579, 3.21599, -3.57504], [-2.41334, 4.25507, -2.69409], [-1.68041, 4.02879, -1.53431], [-1.20818, 2.76026, -1.25330], [-2.43556, 1.11734, -3.96950], [-3.25270, 3.40265, -4.47638], [-2.77412, 5.25117, -2.91310], [-1.47834, 4.84511, -0.85462], [-0.64594, 2.57989, -0.34773]], "atomic_forces_ev_per_a": [[-0.75, -0.19, 0.46], [0.05, -0.04, -0.06], [0.00, 0.00, -0.07], [0.02, -0.01, 0.04], [-0.04, 0.02, -0.05], [-0.04, 0.00, 0.04], [-0.01, 0.01, 0.00], [-0.01, 0.00, 0.00], [-0.01, -0.02, 0.01], [0.00, 0.00, -0.01], [0.20, 0.08, -0.13], [0.02, 0.07, 0.02], [0.02, -0.02, 0.01], [0.01, 0.00, 0.00], [-0.02, -0.01, -0.01], [0.01, -0.01, 0.01], [0.00, 0.00, 0.01], [0.02, 0.01, 0.01], [0.00, 0.00, 0.00], [0.00, 0.00, 0.00], [0.00, 0.00, 0.00], [0.01, 0.01, 0.00], [0.12, 0.07, 0.05], [0.04, 0.01, 0.00], [0.00, 0.00, -0.04], [0.02, 0.00, 0.01], [0.02, 0.00, 0.01], [0.00, 0.04, -0.01], [-0.02, -0.04, -0.01], [0.23, -0.05, -0.06], [0.00, 0.00, 0.00], [0.00, -0.01, -0.01], [0.00, 0.01, 0.01], [-0.01, 0.00, 0.00], [-0.09, 0.06, -0.10], [0.48, -0.06, 0.26], [-0.15, 0.08, -0.36], [-0.11, -0.01, -0.08], [-0.01, 0.01, 0.05], [0.00, -0.01, -0.01], [-0.01, 0.01, -0.01], [0.01, 0.01, 0.01], [-0.01, -0.01, -0.04], [0.01, 0.00, 0.00], [0.00, 0.00, 0.00], [0.00, 0.00, 0.00], [0.00, 0.00, 0.00], [0.00, 0.01, 0.01]], "mulliken_charge": [1.125, -0.398, -0.691, -0.456, -1.143, 0.947, -0.660, -0.324, -0.780, 0.001, 0.083, 0.286, 0.296, 0.451, 0.429, 0.372, 0.211, 0.558, 0.507, 0.453, 0.468, 0.393, -0.378, 0.883, -0.644, -0.638, -0.716, -0.589, 0.449, -0.271, 0.463, 0.440, 0.447, 0.492, -0.483, 0.314, -0.262, 0.850, -0.629, -0.639, -0.422, -0.876, -0.009, 0.470, 0.445, 0.431, 0.436, 0.308]}